(1)
DFT (ωB97M-V/def2-TZVPD) results for the molecule C22H22N2O4S.

Summary:
- Frontier orbital gap: 0.3248 Eh
- HOMO: -8.40 eV
- Energy relative to the best compared isomer or geometry (same formula, charge and spin): 18.4 kJ/mol
- Structure (SMILES): COc1cccc(S(=O)(=O)NCc2ccc(C(=O)Nc3ccc(C)cc3)cc2)c1
- Net charge: 0

Last column: Löwdin charge in e.
Geometry (Å):
C1 -0.25505 -2.91377 -1.24473  -0.06
H1 0.32846 -2.11694 -0.77734  0.07
O1 -1.24006 -3.41344 -0.36114  -0.07
C2 -2.28344 -2.63198 -0.02509  -0.26
C3 -2.52801 -1.35028 -0.51955  0.00
C4 -3.66812 -0.68656 -0.11410  -0.29
C5 -4.57233 -1.23268 0.77122  -0.08
C6 -4.31860 -2.49922 1.27839  -0.06
C7 -3.19182 -3.18928 0.88407  0.01
H2 -2.98499 -4.17912 1.25947  0.12
H3 -5.00625 -2.95041 1.97718  0.11
H4 -5.45335 -0.67422 1.03894  0.11
S1 -4.03436 0.93249 -0.76797  0.67
O2 -5.38724 0.93081 -1.24887  -0.29
O3 -2.99055 1.36256 -1.65363  -0.27
N1 -4.03942 1.88250 0.63094  -0.12
H5 -4.95520 2.28994 0.74657  0.11
C8 -2.96526 2.84837 0.77178  -0.19
C9 -1.64000 2.14972 0.66927  -0.24
C10 -1.41584 0.97182 1.37139  -0.03
C11 -0.21389 0.30332 1.24720  0.00
C12 0.80003 0.81935 0.44545  -0.14
C13 0.57895 2.00392 -0.25050  -0.02
C14 -0.63380 2.65639 -0.14214  -0.03
H6 -0.80836 3.55809 -0.70900  0.12
H7 1.33406 2.39765 -0.91654  0.12
C15 2.06678 0.04065 0.31090  -0.41
O4 2.06662 -1.17523 0.27605  0.06
N2 3.17944 0.82120 0.24107  0.14
C16 4.51897 0.44177 0.09763  -0.22
C17 5.48266 1.44672 0.10569  -0.03
C18 6.82070 1.13485 -0.03747  -0.05
C19 7.23296 -0.18192 -0.19147  -0.29
C20 6.26265 -1.17765 -0.19830  -0.04
C21 4.92120 -0.88146 -0.05682  0.00
H8 4.18360 -1.66577 -0.06199  0.10
H9 6.56396 -2.20835 -0.31687  0.12
C22 8.68088 -0.53211 -0.35203  -0.06
H10 8.98194 -1.26072 0.39930  0.08
H11 8.85619 -0.97493 -1.33209  0.08
H12 9.30891 0.34968 -0.25399  0.07
H13 7.55354 1.92893 -0.02859  0.11
H14 5.18019 2.47851 0.22523  0.11
H15 3.03618 1.81749 0.33585  0.13
H16 -0.04255 -0.62511 1.77149  0.13
H17 -2.19625 0.57448 2.00235  0.12
H18 -3.06609 3.31389 1.75944  0.13
H19 -3.02282 3.63337 0.00620  0.12
H20 -1.86709 -0.85174 -1.20893  0.11
H21 -0.69687 -2.55986 -2.17969  0.10
H22 0.40034 -3.75823 -1.45053  0.10

(2)
DFT (ωB97M-V/def2-TZVPD) results for the molecule C7H10ClNO3S.

Summary:
- Frontier orbital gap: 0.3519 Eh
- HOMO: -10.40 eV
- Energy relative to the best compared isomer or geometry (same formula, charge and spin): 0.0 kJ/mol
- Structure (SMILES): CC(C)(C)N1C(=O)C=C(Cl)S1(=O)=O
- Net charge: 0

Last column: Löwdin charge in e.
Geometry (Å):
O1 2.15266 0.77730 -1.01870  0.10
O2 0.10680 -0.84861 2.62106  -0.30
O3 -1.26412 1.14034 2.22149  -0.28
Cl1 1.82263 2.40589 3.75323  0.70
C1 1.58340 0.81749 0.05688  -0.48
C2 2.17149 1.54570 1.16983  -0.04
C3 1.41387 1.53159 2.29525  -0.66
N1 0.32136 0.24072 0.26851  -0.05
C4 -1.86648 -1.04499 -0.09467  -0.04
C5 -0.96302 0.48828 -1.81353  -0.04
C6 0.25608 -1.68902 -1.30311  -0.03
C7 -0.53345 -0.49351 -0.68367  -0.54
S1 -0.01164 0.46426 1.94944  0.74
H1 3.12202 2.07370 1.04392  0.14
H2 -2.35654 -1.74709 -0.80596  0.10
H3 -2.59489 -0.27814 0.11513  0.08
H4 -1.66618 -1.65093 0.76980  0.07
H5 -1.53632 0.02005 -2.62394  0.09
H6 -0.07340 0.91887 -2.28235  0.07
H7 -1.54995 1.34345 -1.33887  0.11
H8 1.16492 -1.36648 -1.83168  0.08
H9 -0.34842 -2.30521 -1.97775  0.09
H10 0.64917 -2.34366 -0.49031  0.10

(3)
DFT (ωB97M-V/def2-TZVPD) results for the molecule C22H23N3O4S.

Summary:
- Frontier orbital gap: 0.3418 Eh
- HOMO: -8.78 eV
- Energy relative to the best compared isomer or geometry (same formula, charge and spin): 196.8 kJ/mol
- Structure (SMILES): COc1ccc(S(=O)(=O)N(CC(=O)NCc2ccncc2)Cc2ccccc2)cc1
- Net charge: 0

Last column: Löwdin charge in e.
Geometry (Å):
C1 -2.82007 0.09789 5.98285  -0.08
H1 -3.29394 0.69702 6.75849  0.09
H2 -2.12683 -0.61027 6.44629  0.10
H3 -3.58807 -0.45039 5.42917  0.10
O1 -2.14368 1.01704 5.15471  -0.07
C2 -1.45935 0.55481 4.08374  -0.27
C3 -0.81827 1.52676 3.30763  0.02
C4 -0.10908 1.16436 2.18405  -0.05
C5 -0.03653 -0.17057 1.82800  -0.29
C6 -0.64382 -1.14400 2.59321  -0.06
C7 -1.36011 -0.78865 3.72227  0.00
H4 -1.83473 -1.55884 4.30852  0.11
H5 -0.55557 -2.17661 2.29612  0.12
S1 0.86750 -0.66163 0.37627  0.71
O2 1.92948 -1.55217 0.77877  -0.29
O3 1.25428 0.50066 -0.37111  -0.25
N1 -0.25988 -1.58915 -0.46326  -0.20
C8 0.24296 -2.82179 -1.04774  -0.10
C9 1.03723 -2.52717 -2.32435  -0.49
O4 0.57608 -2.70440 -3.43429  0.06
N2 2.26504 -2.02948 -2.08381  0.09
H6 2.51634 -1.82189 -1.12497  0.10
C10 3.02069 -1.35036 -3.12347  -0.11
C11 2.63925 0.10811 -3.12636  -0.21
C12 3.34597 1.04758 -2.38928  -0.03
C13 2.86902 2.34797 -2.34110  -0.15
N3 1.77262 2.74682 -2.95944  0.06
C14 1.10343 1.85200 -3.66646  -0.16
C15 1.48987 0.52776 -3.78712  -0.03
H7 0.90680 -0.17224 -4.36683  0.11
H8 0.20908 2.21762 -4.15654  0.11
H9 3.38620 3.10894 -1.77142  0.11
H10 4.23860 0.76932 -1.85018  0.11
H11 4.08638 -1.48261 -2.92570  0.13
H12 2.75373 -1.82047 -4.07355  0.13
H13 0.87449 -3.29984 -0.29874  0.12
H14 -0.60831 -3.46357 -1.28972  0.14
C16 -1.08533 -0.77484 -1.34761  -0.14
C17 -1.86414 0.21950 -0.53649  -0.23
C18 -2.81304 -0.22309 0.37788  -0.04
C19 -3.51647 0.68132 1.15114  -0.08
C20 -3.28334 2.03941 1.01320  -0.09
C21 -2.34545 2.48652 0.09915  -0.08
C22 -1.63617 1.58130 -0.67217  -0.04
H15 -0.89094 1.93004 -1.37110  0.11
H16 -2.16182 3.54444 -0.01375  0.11
H17 -3.83358 2.74609 1.61639  0.10
H18 -4.25217 0.32791 1.85879  0.11
H19 -2.99260 -1.28324 0.48058  0.12
H20 -1.76005 -1.45110 -1.88010  0.14
H21 -0.46306 -0.24837 -2.08118  0.11
H22 0.38610 1.89516 1.56573  0.12
H23 -0.90000 2.55799 3.61030  0.13

(4)
DFT (ωB97M-V/def2-TZVPD) results for a cluster of 2 separate species, C4H7Cl2NOS in total.

Summary:
- Frontier orbital gap: 0.3500 Eh
- HOMO: -8.97 eV
- Energy relative to the best compared isomer or geometry (same formula, charge and spin): 0.0 kJ/mol
- Structure (SMILES): C=C(Cl)Cl.CSC(N)=O
- Net charge: 0

Last column: Löwdin charge in e.
Geometry (Å):
C1 2.32139 -1.90850 0.29022  -0.39
C2 1.69952 0.60788 -0.50649  -0.84
C3 -1.85997 -0.31392 0.09582  -1.20
C4 -0.99844 -1.29050 -0.14228  -0.11
H1 2.16396 -2.22646 -0.74069  0.05
H2 3.03672 -2.57315 0.77954  0.04
H3 1.37143 -1.92841 0.82241  0.02
H4 1.22817 2.49096 -1.10504  0.11
H5 2.76812 2.38102 -0.30576  0.09
H6 0.04403 -1.17876 0.12410  0.00
H7 -1.32863 -2.21296 -0.60456  0.08
N1 1.93169 1.93895 -0.64289  0.11
O1 0.70350 0.04438 -0.90476  -0.11
S1 3.03265 -0.25230 0.33460  0.90
Cl1 -3.53716 -0.42835 -0.30217  0.60
Cl2 -1.39996 1.18053 0.83105  0.63

(5)
DFT (ωB97M-V/def2-TZVPD) results for the molecule CH7N2O2P.

Summary:
- Frontier orbital gap: 0.3540 Eh
- HOMO: -8.75 eV
- Energy relative to the best compared isomer or geometry (same formula, charge and spin): 202.7 kJ/mol
- Structure (SMILES): CN(N)P(O)O
- Net charge: 0

Last column: Löwdin charge in e.
Geometry (Å):
C1 -0.76576 -0.88938 -0.19708  -0.17
N1 -0.41991 1.51118 0.05705  -0.05
N2 0.07663 0.19022 0.26518  -0.46
O1 2.41369 1.10421 0.25165  -0.27
O2 2.08802 -1.34218 0.34779  -0.32
P1 1.65895 -0.06492 -0.57771  0.78
H1 -0.24106 -1.80217 -0.39050  0.05
H2 -1.58076 -0.93974 0.51588  0.08
H3 -0.96690 -0.56618 -1.22206  0.07
H4 -0.95877 1.82115 1.02021  0.15
H5 -1.20272 1.53418 -0.55975  0.04
H6 1.82646 1.80109 0.38808  -0.01
H7 1.91821 -1.05729 1.31232  0.10

(6)
DFT (ωB97M-V/def2-TZVPD) results for the molecule C11H10F2.

Summary:
- Frontier orbital gap (spin up / spin down): 0.2643 / 0.2609 Eh
- HOMO (spin up / spin down): -7.30 / -7.72 eV
- Energy relative to the best compared isomer or geometry (same formula, charge and spin): 183.5 kJ/mol
- Net charge: 0

Last column: Löwdin charge in e.
Geometry (Å):
C1 3.50628 0.52384 0.54593  -0.10
C2 3.21688 -0.15615 -0.68333  -0.08
C3 2.46953 0.84547 1.42285  -0.11
C4 1.97111 -0.63539 -0.91540  -0.06
C5 1.16838 0.32059 1.15889  -0.02
C6 0.87204 -0.40890 -0.05358  -0.24
C7 -2.56145 0.09590 -0.39637  -0.23
C8 -2.01921 0.88835 -1.34064  0.07
C9 -1.56020 -0.85263 0.36287  -0.13
C10 -0.35307 -0.95720 -0.43762  -0.10
C11 -3.83948 0.20279 0.20341  -0.27
F1 -4.80854 0.99958 -0.29895  0.09
F2 -4.42203 -0.54352 1.12766  0.13
H1 4.45152 0.97122 0.86054  0.09
H2 4.08558 -0.51725 -1.19373  0.09
H3 2.68278 1.60802 2.34355  0.15
H4 1.81676 -1.47025 -1.56983  0.11
H5 0.42362 0.69850 1.90214  0.10
H6 -2.54128 1.56853 -2.05779  0.09
H7 -1.04630 0.66063 -1.70779  0.05
H8 -1.26685 -0.35146 1.39968  0.15
H9 -1.99138 -1.78943 0.55320  0.10
H10 -0.25469 -1.70124 -1.22566  0.12

Respective DFT total energy values: -1660.2119; -1411.5377; -1715.5569; -1605.1485; -643.6293; -624.7218 hartree.
Respective largest force on an atom values: 0.8; 4.1; 0.9; 2.7; 4.3; 3.3 eV/A.